Entry 1:
116
Properties=species:S:1:pos:R:3 method="wB97M-V/def2-TZVPD" multiplicity=3 total_charge=+1 e_homo_ev="-9.753 / -10.709" gap_ev="5.7 / 6.6" s2=2.01
H 4.91237 2.45849 1.75680
C 3.08132 3.31333 -0.46030
C -8.50809 -3.02439 1.49104
C 1.80231 4.05848 -0.80762
H 4.98497 -8.12284 -0.52119
H 4.77710 0.27288 -0.43372
H 2.88392 -0.66777 -2.31393
H -6.14669 0.74689 4.34404
O 1.55382 7.46159 0.99085
C 2.93192 -0.62459 -1.22989
H 0.73489 5.07109 1.77563
C 2.34084 5.52026 -0.89231
C -6.73912 -0.72694 2.90179
O -3.64459 3.94097 -0.03272
H 3.82777 -3.87864 -3.32822
H 2.04092 6.57406 -2.77279
C -4.66957 2.16145 -1.23996
C -1.99079 5.45369 -1.00717
H -8.63928 -1.12383 3.90327
Br 5.86362 6.92053 -3.58677
H 6.35314 -6.57077 -2.27231
H -7.51483 -2.48383 4.00702
I 3.74861 4.50215 -3.55489
H 1.92091 -0.54836 -0.84741
H -7.53361 1.23818 3.36687
C 3.86710 -6.29009 0.03219
C 2.93908 -6.40644 -2.77964
N 4.12857 3.99403 -0.77844
N -7.43459 -0.76920 1.57748
C -6.57260 0.72303 3.34185
H -1.66573 4.06890 0.62220
H 3.09058 -8.35391 -1.83586
H 3.41840 -1.53923 -0.90621
O 3.79168 -4.19960 -0.90688
H -5.45032 -2.18524 0.13410
H 5.87297 -6.99473 0.50287
C 4.09670 1.74952 1.85556
C 5.40978 -6.85845 -2.73736
H 2.95157 -4.79140 1.32834
H 1.74222 -6.11186 -0.26425
P 2.96245 1.67504 0.40183
H 5.55857 -4.17889 -3.13072
H -7.24996 -1.07048 4.98069
H 5.68676 3.87495 0.40489
C 2.47499 -7.45336 -1.76893
H 2.25170 -7.66327 0.36874
Cl 0.86810 3.37626 -2.13747
H -6.19719 -3.74421 0.41571
C 4.60158 -4.64270 -3.37484
H 1.18262 3.82674 0.05097
H -5.53888 2.49756 -0.68555
H -0.17269 5.56169 0.05612
C -6.09786 -2.73673 0.82387
H 2.19906 -5.60041 -2.81502
H -4.94543 -1.46089 3.82640
C 4.30988 -5.81725 -2.44798
H 4.55808 0.76343 1.89434
H 4.67098 -5.06306 1.63236
H 0.69383 7.33201 1.40221
H 6.49749 7.00785 -0.10442
H -8.22545 -3.39072 2.47379
H -4.58828 1.08318 -1.19159
H -4.69223 -0.77330 2.23313
H 3.47563 -6.25933 2.14001
N 4.36401 -5.35519 -1.02512
N 5.41654 3.58559 -0.52698
H -5.90358 1.27867 2.68735
O -2.35940 2.15923 -0.57382
H 6.03478 3.97529 -1.22529
P 4.94699 6.80240 -1.54538
H -2.72792 5.41033 0.98745
H -4.40488 -3.17590 2.07890
H 3.74844 1.36241 3.96113
H 1.95374 7.58065 -1.38485
H -9.47886 -2.53510 1.57541
H 4.01422 1.17450 -1.71948
C -3.43388 2.72556 -0.59990
C 3.74778 5.25748 -1.47951
H -2.76538 6.13080 -1.35214
O 1.69972 5.04470 1.81570
H 3.32706 3.01840 3.44735
C -2.46499 4.68514 0.21521
C 1.65525 6.60350 -1.75656
C -7.47739 -2.07681 0.85197
H -5.94043 -3.49383 2.84758
H 2.29750 1.63379 3.04576
H 1.45682 -7.76324 -2.00981
H -8.63275 -3.90609 0.86302
C -5.42026 -2.79141 2.19141
H 2.97391 -6.84200 -3.78009
H -0.18065 7.56851 -2.21381
C -7.58880 -1.39931 3.99897
O -6.97485 0.15894 0.80080
S 4.20365 6.40812 1.54299
H -4.70355 2.49422 -2.27249
C 3.73343 -5.54779 1.35679
H -1.02000 7.11144 -0.11802
H -1.76130 4.72963 -1.78799
C -0.70121 6.21087 -0.64217
H -8.09038 -2.82580 -1.06142
O 6.21268 6.29080 -0.67701
C -7.96039 -1.85873 -0.57726
H 5.15647 -7.86427 -2.41249
H -7.24996 -1.28611 -1.17007
C 4.88730 -7.41213 0.29418
C 3.81412 0.57900 -0.82970
H 4.64845 -4.99967 -4.40247
H 4.57903 -7.99018 1.16481
H -8.91826 -1.33802 -0.59371
C -5.36955 -1.40103 2.82195
P 2.42962 6.13616 0.88372
H -0.14577 5.90956 -2.69299
H 5.57899 -6.92641 -3.81120
C 2.51176 -6.88569 -0.35175
C 0.11692 6.57724 -1.87830
C 3.32431 1.97033 3.16882

=====

Entry 2:
139
Properties=species:S:1:pos:R:3 method="wB97M-V/def2-TZVPD" multiplicity=1 total_charge=-1 e_homo_ev=-7.768 gap_ev=9.9
C -18.88551 0.81105 -22.68231
C -19.12814 1.55643 -20.47520
C -13.92433 2.65606 -25.40935
H -11.75415 -3.24524 -18.97631
H -19.59313 3.07314 -18.26213
O -12.82107 2.55810 -25.98701
O -15.36522 -3.15695 -31.33610
H -23.76149 -5.18291 -21.95120
H -20.61702 -2.76044 -22.59499
H -26.15558 -1.30400 -21.63967
H -20.19944 -5.65583 -16.92948
H -18.03215 -5.69644 -30.63718
C -25.14321 -1.51386 -21.29447
H -12.97198 -3.14438 -20.23492
H -17.28832 -7.07702 -31.29342
H -15.98327 -6.71690 -25.54625
O -20.36382 1.45572 -20.50888
O -19.68357 -4.42986 -18.57672
H -23.60200 -6.83973 -22.65561
H -25.41048 -2.46006 -20.82396
C -18.56732 -7.12955 -22.81688
O -13.66578 -2.87179 -18.21636
H -19.67908 1.42705 -17.95416
O -21.39957 -5.57314 -25.44869
C -18.89186 -3.45822 -17.99888
H -20.33179 -5.19478 -27.05344
O -17.86206 -6.16198 -28.16636
O -15.50623 -3.81927 -17.29559
H -18.11335 0.66399 -23.43745
H -19.24806 -1.13046 -20.36290
C -20.12234 -5.40671 -26.00496
C -10.92860 -1.57530 -25.83610
H -13.44273 5.07955 -25.84489
H -16.68104 -5.17914 -25.95726
O -14.53581 1.66546 -24.79916
H -16.49023 -1.80413 -32.61032
H -14.75342 5.77084 -25.11278
F -16.94385 -3.31621 -21.53291
C -14.92559 -2.82499 -27.93438
As -16.43364 -3.12391 -23.24739
O -14.70476 3.70669 -25.15721
O -11.77745 -1.36606 -26.71909
C -18.95285 2.19159 -18.23017
H -19.57766 -4.57426 -25.55949
O -16.43292 -0.85090 -16.83335
H -21.43732 -3.73430 -23.83900
H -15.10594 3.02399 -15.82165
C -15.83843 -2.91949 -30.10194
H -11.90941 -3.92422 -23.81042
O -18.30800 1.32917 -21.54777
H -19.37318 -0.14536 -22.49370
H -9.34351 -0.58805 -27.66686
C -14.02629 0.31865 -24.82097
H -19.70183 1.44277 -23.03255
H -18.83091 -6.09687 -17.84418
H -19.30255 -2.87348 -20.73585
C -21.17435 -2.72234 -23.53096
H -13.04253 0.17188 -24.37513
H -15.50832 -6.19439 -20.40508
O -14.64333 -4.58368 -19.31992
C -15.80053 -0.53558 -19.69874
H -13.94557 -2.75152 -27.46295
H -15.48654 -3.68397 -27.56615
C -19.55781 -2.11062 -20.00035
H -16.61145 -5.18146 -19.33117
H -15.35855 -1.85373 -27.69503
C -24.67019 -6.91620 -25.86293
H -12.04559 -3.93483 -25.60129
O -18.33288 1.85167 -19.40910
H -18.68118 -8.02441 -22.20503
O -15.66799 -6.25790 -27.61889
O -16.23376 -6.47224 -29.63267
C -23.09618 -2.24838 -22.17245
O -20.97856 -7.69588 -21.20721
H -14.74581 -0.32087 -24.30967
H -25.53256 -6.83925 -25.20075
F -17.86266 -2.05523 -23.42659
C -15.25539 2.48581 -16.75766
H -15.00848 -5.34701 -25.90708
C -15.89757 -5.88168 -26.24136
H -24.45289 -7.96656 -26.05691
C -15.62653 -5.62241 -19.48478
H -25.03781 -6.57619 -26.83110
C -16.71488 -6.32229 -28.45638
C -14.68715 -3.73104 -18.23095
O -22.01718 -7.43597 -26.67395
H -12.46784 -1.69189 -19.49276
H -20.61797 -2.24694 -24.33875
H -16.04534 2.94121 -17.35490
O -18.98258 -2.30356 -18.76062
O -15.64587 1.17705 -16.43498
C -14.51984 4.93137 -25.76763
H -18.40679 -7.36527 -23.86892
H -15.04363 5.12255 -26.70421
O -22.37403 -2.05968 -23.33244
C -19.84805 -5.72229 -17.95915
O -24.29604 -1.76733 -22.37573
H -18.36413 2.23548 -17.31388
F -15.81976 -2.93171 -24.91779
H -15.94814 -1.49788 -19.20854
H -20.45964 -6.39129 -18.56453
O -19.71692 -6.42074 -22.74227
O -18.28206 -3.57029 -16.95244
H -16.52017 -5.57131 -31.50368
H -16.80813 -3.47566 -32.87405
O -14.71367 -3.06256 -29.34859
F -15.02836 -4.23625 -22.90348
O -23.52783 -6.20027 -25.42153
H -15.57018 -6.45443 -18.78288
O -15.47802 0.40006 -18.65946
O -11.10316 -2.36305 -24.81520
H -14.31251 2.52992 -17.30275
C -12.67392 -2.73841 -19.26824
H -15.35482 -2.76208 -33.41664
C -16.02418 -2.78801 -32.55676
C -15.94918 0.19763 -17.32236
C -20.86104 -6.75043 -22.03147
H -13.91085 -0.10517 -25.81854
H -19.59175 -6.34731 -25.85710
F -15.35530 -1.76853 -22.61171
O -22.66789 -2.80969 -21.12189
O -17.01607 -2.55109 -29.74825
H -23.17083 -6.49049 -20.94822
C -17.05223 -6.15888 -30.75550
H -20.64364 -2.10442 -19.90530
H -24.67434 -0.88187 -20.54025
C -22.31203 -6.51619 -25.92109
C -12.11505 -3.32731 -24.69896
H -15.17953 -0.49657 -20.59369
H -17.75433 -6.49304 -22.46760
O -9.72493 -0.98736 -25.75537
C -23.18171 -6.10578 -21.96801
H -13.12751 -2.92428 -24.67467
H -8.27242 0.28338 -26.46315
O -21.82020 -5.92052 -22.43181
F -17.39714 -4.54041 -23.76321
C -9.26807 -0.09227 -26.69907
H -16.78084 -0.32073 -20.12409
H -10.01333 0.68021 -26.88873

=====

Entry 3:
122
Properties=species:S:1:pos:R:3 method="wB97M-V/def2-TZVPD" multiplicity=4 total_charge=-2 e_homo_ev="-0.267 / -0.951" gap_ev="3.6 / 4.3" s2=3.75
C -3.56145 2.70098 2.51500
H -4.49640 2.10967 0.53605
H 2.24308 -0.45251 2.72572
H 0.26717 -2.59368 -3.14583
Ti -0.12207 -0.45713 0.43805
O 0.52414 -5.70727 -0.81836
H 2.21520 1.09769 -3.61425
H -4.09319 -1.56899 0.16880
H -2.35935 -3.77933 1.17343
H -3.66737 3.55809 -5.79674
C 3.55058 -3.29149 -0.97404
H -1.93673 3.89487 -6.29804
O -0.26258 -2.81780 1.26862
H 2.78744 -2.81221 -0.36084
H -2.22707 -4.99247 -0.85599
C -2.68718 0.84725 -5.85852
H -4.77455 -0.45083 1.30819
N 1.83283 5.34800 0.40534
C -4.69045 2.68736 1.43977
O -3.68197 -2.92139 4.04790
H -6.17494 -3.26242 3.41090
C 4.65297 0.09384 0.03018
H 5.34271 -0.47497 -0.59336
C 3.24162 0.09756 -0.62243
C -2.45127 -5.54235 0.04610
H 1.25992 -0.03376 -2.56467
C 2.85553 1.41146 3.63271
C -1.53703 6.47244 0.29698
O -3.17080 0.45558 -6.95250
H -2.47405 -1.80946 2.40830
H 6.17802 -5.55106 1.34279
H 1.66727 -5.44802 -3.50766
H -2.94712 -7.68045 2.48468
N -2.49097 2.07741 -5.52740
N -3.45814 -1.74087 2.19158
C 1.75910 3.85765 0.77299
H -6.01929 -2.38161 1.93990
H -5.52690 2.21120 1.95137
H -4.96748 3.72915 1.27838
H -1.28357 -0.59268 -5.27085
C 2.26901 -0.03162 3.73085
Br -1.52193 1.37550 -1.32074
H 0.78521 3.52268 0.41601
C -1.40461 5.09490 0.05937
C -2.77335 -5.58873 2.20471
H 1.96752 3.68572 1.82897
C -4.25528 -2.28010 3.12277
C 1.93743 0.81946 -2.59762
H 1.26777 -0.01601 4.16140
H -2.06992 2.18920 -4.61620
H -2.45037 -7.73517 -0.36188
C -1.16733 7.04239 -0.91820
N -1.08672 4.92484 -1.26639
H 3.13529 -3.78748 -1.85132
O 4.06877 5.49387 0.61168
C 0.32395 -4.96942 -1.77707
C -2.23637 -0.24288 -4.87346
H 4.76299 -6.21208 2.27186
H 4.35886 3.11859 1.63501
O -3.80907 3.08920 3.67226
H -0.96681 6.10627 -3.01725
H -2.27922 2.01234 1.17894
N 4.58648 -4.07272 -0.14768
H 4.72081 0.80019 3.07240
C 5.18009 -5.98637 1.29045
O 3.00519 -5.29055 0.83866
H 2.73539 8.08684 0.89594
H -2.63140 -5.26443 3.22505
H -0.95072 4.00040 -1.64980
O 2.13352 2.36140 3.91027
H -3.15595 -0.11354 0.80875
O 2.24788 -0.26019 0.01636
C -2.57194 -6.92176 0.33811
H -3.01642 2.93516 -7.38336
C 2.85290 7.52523 -0.03082
C 4.21223 -5.09958 0.59902
O -0.72839 -1.43117 2.82571
H -1.10988 -1.98872 -2.07870
H 5.72180 2.62478 2.72531
H -1.31189 0.98973 3.47617
H -0.35387 -3.67136 -0.55499
H 4.08132 -2.34902 -1.10876
H -1.37241 -3.34836 -3.09005
H 5.06998 -6.82782 0.60638
C 3.01751 6.03189 0.35091
H 5.26291 0.98214 0.19452
H -1.04417 8.11003 -1.02490
C -1.03423 6.12120 -1.93946
H 4.31566 3.67324 3.24252
H -0.41399 2.08927 2.54573
H -1.54599 4.32960 0.80818
H -2.86908 -1.08956 -4.60716
N -0.20537 -3.83078 -1.54122
O 0.43959 -3.15561 3.30767
N 4.05403 1.55849 3.05059
H -1.95905 0.13911 -3.89097
H 2.94140 -0.66846 4.30568
H 0.09973 -4.75471 -3.94318
N 3.20484 0.64643 -1.88532
H 4.56314 -0.18361 1.08044
C 4.65406 2.82799 2.64323
C -2.73626 -6.93363 1.73356
N -2.52383 -4.77549 1.14673
C 0.60505 -5.44063 -3.26328
N -2.42282 2.20915 2.15913
H 4.00894 0.66673 -2.49615
C -0.14211 -2.43471 2.42981
C -1.35941 2.00469 3.08156
H 3.65962 7.89506 -0.66370
C -0.59300 -2.83930 -2.52304
H -6.38075 -1.54837 3.37109
C -2.79364 3.22374 -6.35613
C -5.74626 -2.35077 2.99470
H 1.93872 7.60233 -0.61940
H 0.15171 -6.41205 -3.46055
H 1.39603 1.62974 -2.10932
H 2.46167 3.31014 0.14471
H -1.82096 7.00280 1.19393
H 1.03643 5.78544 -0.03566
H -1.42147 2.66362 3.94762
C -3.84163 -0.93446 1.01862
H 5.52676 -3.74774 -0.32189